Record 1
{"formula": "C19H14IrN3O6S", "method": "ωB97M-V/def2-TZVPD", "de_lowest_kcal_mol": 30.1, "gap_ha": 0.221, "charge": 0, "species": ["Ir", "O", "C", "O", "C", "C", "C", "N", "C", "C", "C", "O", "O", "H", "H", "H", "C", "O", "C", "O", "H", "H", "H", "S", "C", "C", "C", "N", "C", "C", "C", "C", "C", "N", "C", "C", "H", "H", "H", "H", "H", "H", "H", "H"], "positions_angstrom": [[-1.1180, 0.4454, 0.8413], [-4.0820, -2.2674, 6.4589], [-3.4783, -1.1865, 6.4965], [-3.2490, -0.3756, 7.4053], [-2.8868, -0.7629, 5.1244], [-2.1896, 0.4333, 4.9962], [-1.6651, 0.8013, 3.7761], [-1.8049, 0.0105, 2.7042], [-2.4839, -1.1547, 2.8097], [-3.0337, -1.5706, 3.9943], [-2.5315, -1.9168, 1.5263], [-3.1233, -2.9347, 1.3425], [-1.8271, -1.3164, 0.5217], [-2.0747, 1.0503, 5.8777], [-1.1121, 1.7203, 3.6256], [-3.5707, -2.5076, 4.0620], [-4.1261, 0.8914, -0.0067], [-3.2829, 2.0440, -0.1946], [-2.0004, 1.9853, 0.0918], [-1.2543, 2.9356, 0.0070], [-5.1090, 1.2099, -0.3356], [-4.1600, 0.6191, 1.0473], [-3.7759, 0.0565, -0.6096], [4.8580, 0.4530, -2.2129], [3.2524, 0.5182, -1.4365], [2.7174, -0.6082, -0.8233], [1.4861, -0.5159, -0.2124], [0.7897, 0.6312, -0.1779], [1.2916, 1.7174, -0.7789], [2.5219, 1.6968, -1.4097], [4.3204, -0.0451, -3.8441], [3.9403, 0.9018, -4.7827], [3.5414, 0.4595, -6.0360], [3.5085, -0.8227, -6.3883], [3.8836, -1.7182, -5.4802], [4.2985, -1.3851, -4.1978], [3.2540, -1.5460, -0.8181], [1.0333, -1.3719, 0.2739], [0.6834, 2.6077, -0.7337], [2.9046, 2.5948, -1.8732], [3.9606, 1.9576, -4.5496], [3.2380, 1.1727, -6.7937], [3.8537, -2.7566, -5.7899], [4.6020, -2.1509, -3.4972]], "lowdin_charge": [1.41, -0.01, -0.69, -0.02, -0.05, 0.03, -0.08, -0.10, -0.18, 0.09, -0.52, 0.16, -0.22, 0.13, 0.12, 0.14, -0.03, -0.03, -0.62, 0.04, 0.10, 0.09, 0.09, 1.00, -0.49, -0.05, -0.10, -0.09, -0.08, -0.04, -0.52, -0.08, -0.13, 0.07, -0.13, -0.08, 0.12, 0.12, 0.10, 0.12, 0.10, 0.11, 0.11, 0.11]}

Record 2
{"formula": "C9H18O", "method": "ωB97M-V/def2-TZVPD", "de_lowest_kcal_mol": 151.9, "gap_ha": [0.271, 0.276], "charge": 0, "species": ["C", "C", "C", "C", "C", "O", "H", "H", "H", "H", "H", "H", "H", "H", "H", "H", "C", "C", "C", "C", "H", "H", "H", "H", "H", "H", "H", "H"], "positions_angstrom": [[-0.5352, -1.1196, -0.6598], [-1.9137, -0.6133, -0.3512], [-0.0272, -2.2889, 0.1496], [0.6302, 0.6070, -1.9663], [-0.1324, 1.2596, -2.8407], [1.7306, -0.1390, -2.2660], [1.9931, 0.0104, -3.1879], [-0.3817, -1.2899, -1.7140], [-0.1754, -2.1510, 1.2223], [-2.0411, -0.3816, 0.7075], [-2.1499, 0.2724, -0.9425], [-2.6543, -1.3837, -0.6066], [1.0328, -2.4685, -0.0398], [-0.5694, -3.1959, -0.1506], [-0.9482, 1.8824, -2.5009], [0.0320, 1.1943, -3.9149], [0.8331, 0.5380, 1.2021], [1.2680, 1.6686, 0.3885], [-0.1761, 0.7813, 2.2635], [-0.2473, 0.1307, 3.4229], [1.6383, -0.1206, 1.5317], [0.2945, -0.1354, 0.3652], [-0.9108, 1.5538, 2.0455], [2.3351, 1.7897, 0.2272], [0.7463, 2.6126, 0.5309], [0.8756, 1.2734, -0.7541], [-1.0135, 0.3562, 4.1541], [0.4667, -0.6431, 3.6844]], "lowdin_charge": [-0.24, -0.09, -0.10, -0.36, -0.02, -0.01, 0.11, 0.08, 0.07, 0.07, 0.07, 0.09, 0.08, 0.09, 0.05, 0.05, -0.28, -0.07, -0.20, 0.00, 0.13, 0.07, 0.11, 0.09, 0.09, 0.05, 0.05, 0.06]}

Record 3
{"formula": "C16H19N3O3", "method": "ωB97M-V/def2-TZVPD", "de_lowest_kcal_mol": 50.9, "gap_ha": 0.331, "charge": 0, "smiles": "COc1ccc(NC(=O)N[C@@H](C)c2ccncc2)cc1OC", "species": ["C", "O", "C", "C", "C", "C", "N", "C", "O", "N", "C", "C", "C", "C", "C", "N", "C", "C", "C", "C", "O", "C", "H", "H", "H", "H", "H", "H", "H", "H", "H", "H", "H", "H", "H", "H", "H", "H", "H", "H", "H"], "positions_angstrom": [[-4.5369, -0.6910, -1.5640], [-3.7958, 0.0499, -0.6270], [-2.7012, -0.5280, -0.0639], [-2.2174, -1.7880, -0.3658], [-1.0791, -2.2829, 0.2604], [-0.4207, -1.5151, 1.2021], [0.7818, -1.9798, 1.7995], [2.0115, -1.7103, 1.2287], [3.0189, -1.6137, 1.8945], [1.9927, -1.6277, -0.1413], [2.8867, -0.6769, -0.7859], [3.0810, -1.0398, -2.2526], [2.2927, 0.7031, -0.5913], [1.0311, 1.0161, -1.0905], [0.4657, 2.2370, -0.7656], [1.0599, 3.1315, 0.0072], [2.2660, 2.8450, 0.4669], [2.9240, 1.6544, 0.2003], [-0.9006, -0.2429, 1.5207], [-2.0275, 0.2627, 0.8999], [-2.5613, 1.4872, 1.1253], [-1.9210, 2.3458, 2.0406], [-4.9315, -1.6143, -1.1274], [-5.3657, -0.0481, -1.8553], [-3.9409, -0.9344, -2.4502], [-2.7170, -2.4053, -1.0948], [-0.7113, -3.2677, 0.0175], [0.8138, -1.9529, 2.8103], [1.0707, -1.6744, -0.5561], [3.8410, -0.7413, -0.2538], [3.7714, -0.3409, -2.7175], [3.4874, -2.0443, -2.3313], [2.1358, -1.0034, -2.7894], [0.4824, 0.3185, -1.7062], [-0.5189, 2.5076, -1.1245], [2.7185, 3.6038, 1.0921], [3.8981, 1.4575, 0.6203], [-0.3620, 0.3435, 2.2487], [-2.5242, 3.2516, 2.0582], [-1.8919, 1.9119, 3.0453], [-0.9061, 2.5962, 1.7163]], "lowdin_charge": [-0.08, -0.06, -0.20, -0.01, -0.04, -0.27, 0.13, -0.55, 0.07, 0.11, -0.32, -0.03, -0.17, -0.02, -0.15, 0.05, -0.14, 0.00, 0.05, -0.20, -0.06, -0.07, 0.10, 0.10, 0.10, 0.11, 0.12, 0.15, 0.11, 0.14, 0.09, 0.08, 0.07, 0.11, 0.11, 0.10, 0.12, 0.12, 0.10, 0.10, 0.08]}

Record 4
{"formula": "C18H19NO4", "method": "ωB97M-V/def2-TZVPD", "de_lowest_kcal_mol": 347.6, "gap_ha": 0.316, "charge": 0, "smiles": "COc1ccccc1CN(C)C(=O)[C@H]1COc2ccccc2O1", "species": ["C", "O", "C", "C", "C", "C", "C", "C", "C", "N", "C", "C", "O", "C", "C", "O", "C", "C", "C", "C", "C", "C", "O", "H", "H", "H", "H", "H", "H", "H", "H", "H", "H", "H", "H", "H", "H", "H", "H", "H", "H", "H"], "positions_angstrom": [[2.9461, -0.3192, -4.5386], [1.9916, 0.0256, -3.3751], [0.8262, -0.3831, -3.5274], [0.4294, -0.9471, -4.6329], [-0.9682, -1.5470, -4.6673], [-1.7256, -1.3570, -3.5847], [-1.3574, -0.3763, -2.5492], [-0.0241, -0.0220, -2.5662], [0.5789, 0.6600, -1.2526], [0.4512, -0.2770, -0.2227], [1.5893, -1.1526, -0.2102], [-0.3309, 0.0177, 0.7247], [-0.9815, 0.8982, 0.8404], [-0.1856, -0.9643, 2.1389], [1.1126, -0.3168, 2.9317], [1.0949, 0.8864, 3.3766], [-0.2603, 1.1472, 3.7340], [-0.6449, 2.5237, 4.4392], [-1.8014, 2.6606, 4.8520], [-2.8137, 1.9850, 4.6522], [-2.7102, 0.5182, 3.9682], [-1.5097, 0.2969, 3.5419], [-1.2928, -1.0302, 2.8836], [3.8926, 0.2217, -4.1875], [2.6382, 0.1195, -5.3736], [3.0511, -1.5853, -4.9021], [0.7768, -1.4955, -5.6271], [-1.5084, -2.0518, -5.5141], [-2.9244, -1.7397, -3.5020], [-1.9712, -0.0598, -1.6631], [1.6106, 1.0206, -1.5377], [-0.3309, 1.4183, -1.0230], [2.6861, -0.6141, 0.0221], [1.4774, -2.0553, 0.5012], [1.9026, -1.5430, -1.2065], [0.0349, -2.0435, 1.9289], [1.1929, -1.1843, 3.8539], [2.0983, -0.6462, 2.3898], [0.1633, 3.1340, 4.4785], [-1.7286, 3.7512, 5.4066], [-3.8418, 2.1922, 5.1749], [-3.6336, 0.2341, 3.8245]], "lowdin_charge": [0.01, -0.06, -0.50, -0.02, -0.10, -0.14, 0.00, -0.14, -0.07, -0.11, -0.05, -0.53, 0.19, -0.23, -0.26, 0.00, 0.02, -0.01, -0.30, -0.04, 0.08, -0.14, -0.03, 0.11, 0.01, 0.18, 0.15, 0.11, 0.16, 0.13, 0.14, 0.18, 0.15, 0.11, 0.09, 0.14, 0.18, 0.13, 0.08, 0.18, 0.14, 0.05]}

Record 5
{"formula": "C7H11N", "method": "ωB97M-V/def2-TZVPD", "de_lowest_kcal_mol": 132.2, "gap_ha": 0.366, "charge": 0, "species": ["C", "C", "C", "C", "C", "C", "C", "H", "H", "H", "H", "H", "H", "H", "H", "H", "H", "H", "N"], "positions_angstrom": [[2.0193, 0.6226, -0.2574], [0.5907, -0.7203, 0.0441], [-0.8836, -1.0071, 0.2202], [-1.4630, -0.2766, -1.0070], [-1.0584, 1.0146, -0.1705], [-1.4072, 0.1439, 1.1590], [0.5054, 0.7511, 0.0080], [2.2960, 0.3442, -1.3356], [2.6667, 1.3332, 0.2375], [2.5143, -1.3276, 0.0178], [0.8003, -1.1684, -0.9927], [-1.0946, -2.0924, 0.3639], [-2.5107, -0.5222, -0.9365], [-0.9505, -0.4380, -1.9407], [-1.2731, 2.0147, -0.4704], [-0.9676, 0.5266, 2.1037], [-2.4942, 0.1439, 1.4546], [0.6426, 1.2746, 0.9476], [2.0675, -0.6166, 0.5545]], "lowdin_charge": [-0.19, -0.29, -0.26, -0.09, -0.13, -0.07, -0.24, 0.13, 0.10, 0.07, 0.15, 0.14, 0.11, 0.11, 0.11, 0.11, 0.11, 0.12, 0.02]}

Record 6
{"formula": "C3H5N3", "method": "ωB97M-V/def2-TZVPD", "de_lowest_kcal_mol": 26.0, "gap_ha": 0.383, "charge": 0, "smiles": "C/N=C(\\N)C#N", "species": ["C", "N", "C", "N", "C", "N", "H", "H", "H", "H", "H"], "positions_angstrom": [[1.6980, -0.4573, 0.1640], [0.3170, -0.8127, -0.0355], [-0.6941, -0.0546, -0.1025], [-0.8821, 1.3060, 0.0490], [-1.8918, -0.7887, -0.5220], [-2.7556, -1.4563, -0.9032], [2.2717, -1.3657, -0.0411], [2.0426, 0.3204, -0.5306], [1.9373, -0.1499, 1.1906], [-0.2062, 1.8340, 0.5800], [-1.8366, 1.6250, 0.1515]], "lowdin_charge": [-0.13, 0.02, -0.45, 0.14, -0.15, 0.15, 0.07, 0.08, 0.08, 0.10, 0.10]}